{"formula": "C6H16N2O", "method": "the ωB97M-V functional and the def2-TZVPD basis", "species": ["C", "C", "N", "C", "C", "N", "C", "C", "O", "H", "H", "H", "H", "H", "H", "H", "H", "H", "H", "H", "H", "H", "H", "H", "H"], "xyz": [[-1.46203, 0.13878, -2.24968], [-0.93188, -0.71349, -1.11157], [-0.25028, -1.86212, -1.64332], [0.03716, 0.38596, -0.05220], [1.30025, 0.80555, -0.78347], [-0.75975, 1.51047, 0.28914], [0.26992, -0.58887, 1.04532], [0.85784, 0.29456, 2.44913], [0.23261, -0.25639, 3.60733], [-1.96045, 1.02181, -1.85917], [-2.18405, -0.42278, -2.84346], [-0.64991, 0.44855, -2.90688], [-1.77303, -1.07390, -0.51069], [0.05573, -2.50471, -0.92384], [0.54323, -1.59369, -2.21329], [1.83554, -0.06020, -1.16685], [1.04254, 1.46792, -1.60748], [1.97468, 1.32947, -0.10729], [-1.42822, 1.30366, 1.02675], [-0.21361, 2.31292, 0.57278], [1.02455, -1.33521, 0.80701], [-0.64341, -1.04898, 1.41846], [1.95340, 0.25627, 2.52603], [0.60684, 1.35511, 2.53567], [0.52234, -1.17069, 3.70156]], "nbo_charge": [-0.63, -0.02, -0.84, 0.11, -0.64, -0.85, -0.44, -0.07, -0.73, 0.23, 0.21, 0.19, 0.18, 0.36, 0.35, 0.21, 0.22, 0.21, 0.37, 0.36, 0.21, 0.21, 0.15, 0.17, 0.46], "lumo_energy_ev": 0.75, "homo_energy_ev": -7.99, "orbital_gap_ev": 8.7, "total_charge": 0, "smiles": "C[C@@H](N)[C@@](C)(N)CCO"}


{"formula": "C6H14O10Tl", "method": "the ωB97M-V functional and the def2-TZVPD basis", "species": ["Tl", "O", "C", "O", "O", "H", "O", "C", "O", "O", "H", "C", "C", "O", "O", "H", "H", "H", "H", "H", "H", "C", "C", "O", "O", "H", "H", "H", "H", "H", "H"], "xyz": [[0.30428, 0.29986, 1.14126], [3.45174, -0.61515, -2.64894], [2.20338, -0.22098, -2.40934], [1.39921, 0.01823, -3.32755], [1.81189, -0.06678, -1.23017], [3.54443, -0.72052, -3.60751], [-4.28605, -0.98777, 0.22749], [-3.66465, -0.51551, 1.28851], [-4.23809, 0.00145, 2.25829], [-2.41147, -0.53633, 1.35831], [-5.22351, -1.12827, 0.43297], [0.36281, -3.27598, 0.48959], [1.82144, -2.94064, 0.54420], [1.98137, -1.80676, 1.39734], [-0.33288, -2.18596, -0.10734], [-0.03776, -3.46395, 1.49089], [0.20815, -4.19489, -0.07930], [2.14331, -2.70556, -0.48009], [2.43577, -3.78384, 0.86738], [2.91873, -1.61450, 1.50958], [-0.87011, -2.47329, -0.85094], [0.42376, 3.63916, 0.17807], [-1.06824, 3.50812, 0.12380], [-1.42426, 2.56203, 1.14438], [1.04677, 2.35421, -0.02371], [0.71933, 4.08309, 1.12792], [0.77887, 4.31122, -0.60559], [-1.46073, 3.16416, -0.83802], [-1.55384, 4.46868, 0.32469], [-2.38319, 2.51644, 1.22359], [1.39955, 2.31003, -0.91977]], "nbo_charge": [1.17, -0.66, 0.94, -0.50, -0.61, 0.51, -0.65, 0.93, -0.42, -0.48, 0.52, -0.10, -0.10, -0.74, -0.73, 0.19, 0.20, 0.19, 0.20, 0.50, 0.50, -0.10, -0.10, -0.74, -0.75, 0.21, 0.21, 0.18, 0.20, 0.50, 0.52], "lumo_energy_ev": -9.37, "homo_energy_ev": -12.03, "orbital_gap_ev": 2.7, "total_charge": 1}


{"formula": "C16H33IMnN6OSSb", "method": "the ωB97M-V functional and the def2-TZVPD basis", "species": ["Mn", "S", "C", "N", "C", "C", "C", "N", "H", "H", "H", "H", "H", "H", "H", "H", "N", "C", "C", "N", "C", "C", "N", "H", "H", "H", "H", "H", "C", "C", "Sb", "C", "C", "C", "C", "H", "H", "H", "H", "H", "H", "H", "H", "H", "H", "H", "H", "H", "H", "H", "N", "C", "O", "C", "I", "H", "H", "H", "H", "H"], "xyz": [[0.12264, -0.44795, -0.74627], [2.48794, -0.44795, -0.74627], [4.14694, -0.44525, -0.74817], [4.85304, -1.12235, -1.68887], [6.28884, -1.03245, -1.83597], [6.96114, -0.80295, -0.49507], [6.28834, 0.38475, 0.16783], [4.85294, 0.21385, 0.20533], [4.30614, -1.55915, -2.42197], [6.49644, -0.20725, -2.52597], [6.63924, -1.96105, -2.29657], [8.03384, -0.62515, -0.62057], [6.84064, -1.69325, 0.13473], [6.49374, 1.30985, -0.38187], [6.63994, 0.51145, 1.19623], [4.30604, 0.75755, 0.86303], [-0.94806, -2.55985, 4.08963], [-0.40896, -1.49505, 3.37103], [-0.38696, -1.47575, 1.97683], [0.12264, -0.44795, 1.25293], [0.59654, 0.58055, 1.98733], [0.56584, 0.57445, 3.37153], [0.06504, -0.46035, 4.08843], [-0.52226, -3.44195, 3.82913], [-0.80736, -2.35085, 5.07553], [-0.79136, -2.29895, 1.39883], [1.00254, 1.41765, 1.43153], [0.94624, 1.40945, 3.94873], [-3.96236, -1.77935, -3.15427], [-4.12296, -0.51055, -2.33297], [-2.64006, -0.44795, -0.74627], [-3.42436, -2.07855, 0.47663], [-4.92816, -2.01635, 0.69863], [-3.57396, 1.19475, 0.32223], [-3.31556, 2.50315, -0.40817], [-4.71626, -1.79485, -3.96917], [-4.10976, -2.67055, -2.51037], [-2.94626, -1.81475, -3.60087], [-5.14256, -0.46545, -1.89977], [-3.97866, 0.37535, -2.98607], [-2.90816, -2.04525, 1.45943], [-3.17046, -3.03645, -0.02467], [-5.20616, -1.07845, 1.21883], [-5.24236, -2.87385, 1.33063], [-5.46636, -2.08225, -0.26777], [-3.14016, 1.24965, 1.34213], [-4.66726, 1.02665, 0.39753], [-2.22286, 2.68645, -0.48177], [-3.78446, 3.34215, 0.14783], [-3.74926, 2.46145, -1.42967], [0.15664, 3.24145, -2.12497], [0.05054, 2.67445, -0.88547], [0.12264, 1.45785, -0.74627], [-0.17516, 3.63735, 0.25943], [1.70844, 4.31375, 0.94193], [0.39744, 2.61535, -2.88357], [0.37344, 4.22225, -2.24247], [-0.72946, 3.11585, 1.04643], [-0.80076, 4.46915, -0.08167], [0.12264, -2.17665, -0.74627]], "mulliken_spin": [4.88, 0.01, 0.02, 0.01, 0.00, 0.00, 0.00, 0.01, 0.00, 0.00, 0.00, 0.00, 0.00, 0.00, 0.00, 0.00, 0.00, 0.00, 0.03, -0.03, 0.04, -0.01, 0.01, 0.00, 0.00, 0.00, 0.01, 0.00, 0.00, 0.02, -0.10, 0.02, 0.00, 0.02, 0.02, 0.00, 0.00, 0.00, 0.00, 0.00, 0.00, 0.00, 0.00, 0.00, 0.00, 0.00, 0.00, -0.01, 0.00, 0.00, 0.01, 0.01, 0.03, 0.00, 0.00, 0.00, 0.00, 0.00, 0.00, 0.00], "lumo_energy_ev": [-2.81, -2.91], "spin_multiplicity": 6, "homo_energy_ev": [-8.85, -10.37], "s2": 8.765, "orbital_gap_ev": [6.0, 7.5], "total_charge": 1}


Calculated molar mass (g mol⁻¹), listed in the same order as above: 132.21, 450.55, 661.15